One molecule with the formula C2H3I2N at a distorted geometry, computed with wB97M-V/def2-TZVPD.

Summary:
calculated total energy: -727.96491 hartree
HOMO level (spin up / spin down): -7.839 / -7.926 eV
strongest force on any atom: 3.36 eV/Å
ΔE to the lowest compared entry with this formula, charge and spin: 99.0 kcal/mol

XYZ file:
```
8
Properties=species:S:1:pos:R:3:forces:R:3:lowdin_charge:R:1
C -0.63732 0.48080 -0.35401 -1.4 1.9 1.3 -1.18
C 2.82317 1.67968 -1.15382 -1.0 0.8 0.5 -0.53
N -0.77532 -0.46024 -1.07352 -0.4 -2.3 -2.4 -0.05
I -2.60705 1.49554 -0.00923 0.7 0.0 0.6 0.57
I 1.16121 1.61494 0.04636 1.6 1.4 -0.2 1.28
H 2.54011 1.97915 -2.15569 0.3 -0.1 0.1 -0.07
H 3.74787 1.17809 -0.91330 -0.4 -0.8 0.0 -0.07
H 0.01564 -0.69393 -1.65060 0.7 -0.8 0.1 0.05
```
Positions in Å, forces in eV/Å.